Model w:
{
  "formula": "C48H120N8O16",
  "method": "ωB97M-V/def2-TZVPD",
  "symbols": ["C", "O", "C", "C", "N", "C", "C", "O", "C", "H", "H", "H", "H", "H", "H", "H", "H", "H", "H", "H", "H", "H", "H", "H", "C", "O", "C", "C", "N", "C", "C", "O", "C", "H", "H", "H", "H", "H", "H", "H", "H", "H", "H", "H", "H", "H", "H", "H", "C", "O", "C", "C", "N", "C", "C", "O", "C", "H", "H", "H", "H", "H", "H", "H", "H", "H", "H", "H", "H", "H", "H", "H", "C", "O", "C", "C", "N", "C", "C", "O", "C", "H", "H", "H", "H", "H", "H", "H", "H", "H", "H", "H", "H", "H", "H", "H", "C", "O", "C", "C", "N", "C", "C", "O", "C", "H", "H", "H", "H", "H", "H", "H", "H", "H", "H", "H", "H", "H", "H", "H", "C", "O", "C", "C", "N", "C", "C", "O", "C", "H", "H", "H", "H", "H", "H", "H", "H", "H", "H", "H", "H", "H", "H", "H", "C", "O", "C", "C", "N", "C", "C", "O", "C", "H", "H", "H", "H", "H", "H", "H", "H", "H", "H", "H", "H", "H", "H", "H", "C", "O", "C", "C", "N", "C", "C", "O", "C", "H", "H", "H", "H", "H", "H", "H", "H", "H", "H", "H", "H", "H", "H", "H"],
  "xyz": [[1.24497, -6.20766, 2.81493], [0.54792, -7.02764, 1.87315], [0.35851, -6.40883, 0.54688], [1.69882, -5.97671, -0.18984], [2.64720, -7.05315, -0.53724], [3.37122, -7.69581, 0.54938], [4.52562, -8.48104, -0.01125], [5.94067, -7.93880, 0.26706], [6.83065, -8.62716, -0.47937], [0.87530, -6.16001, 3.83923], [1.47411, -5.18094, 2.52955], [2.11890, -6.85479, 2.88948], [-0.25688, -5.53596, 0.76479], [-0.03092, -7.19406, -0.10108], [2.20993, -5.14180, 0.28952], [1.27852, -5.61928, -1.12989], [3.23538, -6.68590, -1.27159], [2.69767, -8.24209, 1.20970], [3.92791, -6.92824, 1.08698], [4.51679, -8.52490, -1.10033], [4.57286, -9.51727, 0.32355], [6.64807, -9.66327, -0.19437], [7.85832, -8.38886, -0.20515], [6.86228, -8.70772, -1.56593], [1.24570, -1.95360, -12.23725], [2.25053, -2.21387, -11.23703], [3.00164, -1.13290, -10.77242], [4.29559, -1.62560, -10.20215], [4.19897, -2.50828, -9.04241], [3.83176, -1.96798, -7.72005], [4.55867, -0.77305, -7.24488], [4.39013, -0.52071, -5.85875], [5.39436, 0.41287, -5.30582], [1.64939, -1.33402, -13.03803], [0.57227, -1.25043, -11.74720], [0.84296, -2.86436, -12.68045], [2.46938, -0.50055, -10.06183], [3.10934, -0.35142, -11.52462], [5.02686, -0.84573, -9.98964], [4.81330, -2.16429, -10.99580], [3.52232, -3.18242, -9.37072], [3.85524, -2.76530, -6.97720], [2.76286, -1.78672, -7.83271], [4.43022, 0.08214, -7.90839], [5.60579, -1.03715, -7.39283], [5.14009, 0.69819, -4.28502], [5.41343, 1.34809, -5.86537], [6.34160, -0.10607, -5.45252], [2.10079, -0.98798, -3.56125], [1.56858, -1.24231, -2.20410], [0.13670, -1.05227, -2.16201], [-0.34627, -0.81779, -0.72262], [0.10014, -1.94532, 0.14646], [0.06406, -1.55896, 1.55105], [-1.36850, -1.33211, 2.06048], [-2.03817, -0.15148, 1.55654], [-1.56613, 1.09507, 2.07558], [3.17646, -0.81273, -3.54340], [1.58625, -0.11076, -3.95347], [1.93539, -1.77328, -4.29885], [-0.61313, -1.72241, -2.58245], [-0.21393, -0.19725, -2.74002], [-1.42093, -0.99547, -0.76316], [-0.03878, 0.17210, -0.38547], [0.99240, -2.29808, -0.16900], [0.59798, -0.66498, 1.87328], [0.35375, -2.47904, 2.05862], [-1.35640, -1.16092, 3.13688], [-1.93549, -2.22977, 1.81384], [-1.75460, 1.37186, 3.11286], [-2.00430, 1.88331, 1.46338], [-0.48467, 1.08491, 1.93978], [3.67860, 0.63450, 12.18539], [2.37990, 0.28957, 11.66403], [2.26597, -1.13913, 11.44485], [0.76977, -1.46348, 11.22114], [0.60738, -2.85935, 10.86280], [0.82135, -3.16875, 9.50683], [-0.02485, -2.46474, 8.41411], [0.24571, -3.17153, 7.19196], [-0.72146, -3.01061, 6.20170], [4.31172, -0.16078, 12.57884], [3.62627, 1.56174, 12.75600], [4.11877, 0.99518, 11.25573], [2.74054, -1.65854, 12.27737], [2.89376, -1.33841, 10.57636], [0.38928, -0.75695, 10.48348], [0.31195, -1.25561, 12.18825], [-0.26477, -3.29184, 11.13189], [0.68892, -4.24360, 9.63041], [1.86717, -2.99972, 9.25033], [0.39019, -1.45723, 8.38662], [-1.05527, -2.35062, 8.75072], [-0.64222, -1.95576, 5.93882], [-1.72346, -3.25317, 6.55564], [-0.50456, -3.70499, 5.38998], [-5.11649, -1.28530, 0.72212], [-6.03759, -0.14120, 0.59286], [-5.63780, 1.04235, 1.34520], [-6.76509, 2.15355, 1.30438], [-7.17857, 2.47052, -0.04969], [-8.28781, 3.33760, -0.15999], [-7.82343, 4.79943, -0.13003], [-7.75501, 5.30082, 1.17706], [-6.91085, 6.47945, 1.28970], [-5.17718, -1.61831, 1.75822], [-4.09359, -1.15972, 0.36716], [-5.57254, -2.01429, 0.05227], [-4.76461, 1.45177, 0.83725], [-5.45253, 0.72604, 2.37171], [-6.39325, 3.08651, 1.72794], [-7.56416, 1.71832, 1.90451], [-7.38482, 1.62456, -0.56146], [-8.93820, 3.12257, 0.68786], [-8.81756, 2.97329, -1.04019], [-8.47467, 5.39556, -0.76926], [-6.90674, 4.75967, -0.71842], [-7.20785, 7.29015, 0.62438], [-5.86300, 6.19492, 1.19403], [-7.08859, 6.73207, 2.33502], [-2.48294, 0.42462, 11.03800], [-1.54738, 1.50421, 10.79009], [-0.87259, 1.50377, 9.51957], [0.08637, 2.67333, 9.32692], [0.16998, 3.24648, 8.02357], [-0.86076, 4.09675, 7.70690], [-0.83659, 4.56384, 6.20442], [-1.20601, 3.43883, 5.38025], [-2.57519, 3.17619, 5.40572], [-2.94179, 0.61491, 12.00823], [-1.96267, -0.52437, 10.90827], [-3.19054, 0.61593, 10.23127], [-1.73195, 1.65637, 8.86664], [-0.43985, 0.51516, 9.36626], [1.01601, 2.17129, 9.59491], [-0.00438, 3.46322, 10.07253], [0.56625, 2.58354, 7.37274], [-0.71153, 5.01781, 8.27035], [-1.85561, 3.74175, 7.97588], [0.14513, 4.69985, 5.75073], [-1.42338, 5.46946, 6.05068], [-2.73537, 2.59317, 4.49879], [-3.34095, 3.95140, 5.43321], [-2.86924, 2.51176, 6.21823], [-2.49451, -1.94997, -5.74264], [-1.91428, -0.96631, -6.64731], [-0.78435, -0.21350, -6.13988], [-0.20214, 0.66024, -7.28049], [-0.67146, 2.06895, -7.27314], [-0.10537, 2.86901, -8.35690], [-0.58992, 4.25629, -8.40497], [-1.27405, 4.36330, -9.70497], [-2.14204, 5.55228, -9.85622], [-3.43789, -2.31841, -6.14561], [-2.72138, -1.53605, -4.76015], [-1.84838, -2.78692, -5.47781], [-0.06563, -0.95258, -5.78590], [-1.23130, 0.31785, -5.29964], [-0.35644, 0.01595, -8.14604], [0.86634, 0.65084, -7.06519], [-1.67492, 2.09922, -7.38384], [-0.08226, 2.40745, -9.34408], [0.97927, 2.92131, -8.26244], [0.13977, 5.06229, -8.32736], [-1.16552, 4.41741, -7.49347], [-2.61407, 5.44442, -10.83277], [-1.46239, 6.39647, -9.97255], [-2.72929, 5.58498, -8.93852], [4.02789, 3.90167, -5.83791], [2.65603, 4.07963, -5.31481], [2.16273, 2.98024, -4.57678], [0.70852, 3.35902, -4.11643], [0.30787, 3.22563, -2.72622], [1.23084, 3.82694, -1.67157], [0.69565, 3.66980, -0.21484], [-0.13686, 4.76377, 0.08202], [-0.53819, 4.62168, 1.46898], [4.33709, 4.75937, -6.43529], [3.97201, 3.05677, -6.52429], [4.78714, 3.90546, -5.05584], [2.85349, 2.65507, -3.79883], [2.17310, 2.13947, -5.27039], [0.06985, 2.70597, -4.71117], [0.37899, 4.36251, -4.38574], [-0.65863, 3.49029, -2.59998], [1.44089, 4.88592, -1.82173], [2.14874, 3.23996, -1.70340], [1.50623, 3.58081, 0.50845], [0.15106, 2.72806, -0.14681], [-1.56955, 4.27293, 1.52159], [-0.80995, 5.56860, 1.93545], [-0.01296, 3.96165, 2.15934]],
  "multiplicity": 1,
  "orbital_gap_ev": 8.80,
  "total_charge": 0
}

Model x:
{
  "formula": "C48H120N8O16",
  "method": "ωB97M-V/def2-TZVPD",
  "symbols": ["C", "O", "C", "C", "N", "C", "C", "O", "C", "H", "H", "H", "H", "H", "H", "H", "H", "H", "H", "H", "H", "H", "H", "H", "C", "O", "C", "C", "N", "C", "C", "O", "C", "H", "H", "H", "H", "H", "H", "H", "H", "H", "H", "H", "H", "H", "H", "H", "C", "O", "C", "C", "N", "C", "C", "O", "C", "H", "H", "H", "H", "H", "H", "H", "H", "H", "H", "H", "H", "H", "H", "H", "C", "O", "C", "C", "N", "C", "C", "O", "C", "H", "H", "H", "H", "H", "H", "H", "H", "H", "H", "H", "H", "H", "H", "H", "C", "O", "C", "C", "N", "C", "C", "O", "C", "H", "H", "H", "H", "H", "H", "H", "H", "H", "H", "H", "H", "H", "H", "H", "C", "O", "C", "C", "N", "C", "C", "O", "C", "H", "H", "H", "H", "H", "H", "H", "H", "H", "H", "H", "H", "H", "H", "H", "C", "O", "C", "C", "N", "C", "C", "O", "C", "H", "H", "H", "H", "H", "H", "H", "H", "H", "H", "H", "H", "H", "H", "H", "C", "O", "C", "C", "N", "C", "C", "O", "C", "H", "H", "H", "H", "H", "H", "H", "H", "H", "H", "H", "H", "H", "H", "H"],
  "xyz": [[-0.94857, 5.83688, -10.68706], [-0.98399, 5.28528, -9.36924], [-1.14656, 6.32659, -8.34898], [-1.13931, 5.69015, -6.93637], [-2.18754, 4.71134, -6.68162], [-1.98188, 4.20155, -5.32720], [-2.83720, 2.96759, -5.09652], [-2.52056, 1.92079, -5.98007], [-2.92093, 0.68092, -5.46156], [-1.92527, 6.25941, -10.92292], [-0.69758, 5.12521, -11.47358], [-0.11140, 6.53294, -10.73931], [-2.02144, 6.97314, -8.41716], [-0.27116, 6.97128, -8.42748], [-1.12006, 6.42910, -6.13531], [-0.14790, 5.24820, -6.83694], [-2.21810, 3.92704, -7.31726], [-2.33830, 4.97437, -4.64617], [-0.96247, 4.02606, -4.98354], [-3.87400, 3.23504, -5.30054], [-2.64186, 2.60902, -4.08590], [-2.47446, 0.40807, -4.50536], [-2.75153, -0.14337, -6.15434], [-4.00652, 0.76023, -5.40398], [5.12543, -1.65505, -5.74571], [4.47909, -0.56796, -6.38373], [3.51225, -0.99967, -7.38816], [2.72593, 0.13221, -8.03387], [3.63605, 1.09853, -8.56008], [2.95591, 2.36942, -9.00695], [3.87023, 3.49509, -9.38079], [4.82555, 3.75305, -8.36564], [5.69221, 4.79257, -8.73806], [4.47059, -2.36916, -5.24637], [5.60893, -1.23181, -4.86525], [5.78060, -2.16168, -6.45435], [2.80916, -1.77045, -7.07245], [4.02369, -1.53148, -8.19047], [2.17796, 0.69609, -7.27898], [2.07556, -0.34774, -8.76516], [4.36972, 1.34838, -7.91246], [2.29554, 2.68892, -8.20078], [2.27582, 2.32542, -9.85762], [3.21066, 4.35903, -9.46254], [4.37074, 3.31294, -10.33180], [6.52115, 5.01511, -8.06616], [5.26209, 5.79116, -8.81500], [6.17654, 4.53179, -9.67909], [-0.25557, -3.24587, 6.84073], [-0.86790, -3.97329, 7.89663], [-0.95165, -3.24373, 9.11118], [-2.10452, -2.24638, 9.03103], [-3.41703, -2.73391, 8.63399], [-4.48161, -1.77701, 8.98078], [-5.90103, -2.18459, 8.59317], [-5.93288, -2.23328, 7.18329], [-7.26807, -2.52917, 6.65056], [-0.05375, -3.83333, 5.94504], [0.61136, -2.67385, 7.17137], [-0.87367, -2.42199, 6.48398], [0.02305, -2.79856, 9.31088], [-1.14961, -4.00754, 9.86317], [-1.74973, -1.37068, 8.48755], [-2.17874, -1.77132, 10.00925], [-3.57171, -2.83819, 7.64137], [-4.30296, -0.82298, 8.48479], [-4.50222, -1.56345, 10.04946], [-6.61752, -1.50064, 9.04809], [-6.07614, -3.17103, 9.02254], [-7.81579, -3.35125, 7.11133], [-7.26938, -2.75287, 5.58377], [-7.83479, -1.59815, 6.63925], [-4.64621, -0.38081, -0.01912], [-4.45479, -1.07120, 1.22480], [-4.38424, -0.23259, 2.34372], [-3.07395, -0.70508, 3.10982], [-1.87793, -0.80249, 2.22240], [-1.48233, 0.55809, 1.69908], [-0.40623, 0.38776, 0.67168], [-0.96003, -0.38549, -0.37543], [-0.10116, -0.48139, -1.45160], [-5.59392, 0.15761, -0.01261], [-4.78566, -1.03454, -0.88010], [-3.89481, 0.34997, -0.31823], [-5.26862, -0.29214, 2.97809], [-4.26027, 0.83662, 2.17189], [-3.31131, -1.64913, 3.60025], [-2.94020, 0.05236, 3.88214], [-2.15001, -1.20082, 1.33505], [-1.04860, 1.18255, 2.48011], [-2.26128, 1.16143, 1.23289], [0.48190, -0.02279, 1.15207], [-0.10479, 1.38936, 0.36502], [-0.41809, -1.27938, -2.12306], [0.92897, -0.69146, -1.16386], [-0.09096, 0.44964, -2.01833], [4.63941, 6.64678, 3.55797], [3.59832, 6.06242, 2.82168], [3.87338, 4.81562, 2.18415], [4.23910, 3.60979, 3.02128], [3.17330, 3.19631, 3.96392], [3.69928, 2.13786, 4.83139], [2.77938, 2.03194, 6.09944], [2.84467, 3.24878, 6.98188], [1.96579, 3.05303, 8.18541], [5.48434, 6.87673, 2.90889], [5.11595, 6.03825, 4.32654], [4.28499, 7.58336, 3.98844], [4.53856, 5.01040, 1.34290], [2.90620, 4.58171, 1.73920], [5.25945, 3.63394, 3.40390], [4.37038, 2.70562, 2.42687], [2.80726, 4.00909, 4.43879], [4.73672, 2.17465, 5.16373], [3.66835, 1.23172, 4.22637], [3.17628, 1.15993, 6.61921], [1.73987, 1.79842, 5.86930], [0.96701, 3.02693, 7.74969], [2.01698, 3.85422, 8.92269], [2.14538, 2.05915, 8.59534], [-1.43883, 11.50703, -0.88234], [-1.69858, 10.48962, 0.06661], [-2.42585, 9.40760, -0.54904], [-2.86608, 8.51576, 0.62760], [-3.27216, 7.17689, 0.18434], [-3.58138, 6.33167, 1.31459], [-2.44751, 6.03170, 2.27757], [-2.95373, 5.14606, 3.24067], [-2.16152, 5.07280, 4.41872], [-2.41138, 11.92771, -1.13783], [-0.91467, 11.10735, -1.75045], [-0.67795, 12.15538, -0.44780], [-1.79886, 8.85229, -1.24661], [-3.25788, 9.88320, -1.06830], [-3.62407, 8.99720, 1.24546], [-2.03689, 8.52804, 1.33498], [-4.06789, 7.27790, -0.42943], [-3.83574, 5.34466, 0.92831], [-4.44199, 6.67109, 1.89100], [-2.04424, 6.93345, 2.73834], [-1.54029, 5.65146, 1.80801], [-2.54466, 4.22530, 4.98708], [-2.16445, 6.02117, 4.95601], [-1.12361, 4.82127, 4.20060], [9.15927, -7.99463, 1.73011], [8.01544, -7.77894, 0.88803], [7.85583, -8.71102, -0.16764], [6.76947, -8.38579, -1.23425], [5.49317, -8.08070, -0.53214], [4.38071, -7.77395, -1.44892], [3.37099, -6.93920, -0.62882], [3.92448, -5.72429, -0.21071], [3.15221, -5.05202, 0.78182], [10.08211, -7.94092, 1.15254], [9.02895, -8.96378, 2.21162], [9.12277, -7.14037, 2.40614], [7.42915, -9.58706, 0.32082], [8.80675, -8.95549, -0.64101], [6.60491, -9.18306, -1.95908], [7.02679, -7.51522, -1.83757], [5.71538, -7.32945, 0.10531], [3.97279, -8.73807, -1.75252], [4.78765, -7.20709, -2.28629], [3.04654, -7.49101, 0.25341], [2.60066, -6.83838, -1.39336], [2.23490, -4.55000, 0.47420], [3.80744, -4.26005, 1.14452], [3.00290, -5.62086, 1.69954], [-4.45334, -7.68504, -3.53867], [-4.16978, -7.17605, -2.26661], [-2.97042, -6.43183, -2.09831], [-3.02593, -5.63093, -0.86397], [-2.74251, -6.56215, 0.22237], [-2.77939, -5.90656, 1.51206], [-2.58438, -7.01943, 2.58695], [-3.59517, -8.09080, 2.57322], [-3.36875, -9.21598, 3.41028], [-5.52519, -7.78122, -3.71185], [-4.04921, -8.69722, -3.55453], [-3.99915, -7.12519, -4.35622], [-2.78965, -5.72294, -2.90633], [-2.12652, -7.12158, -2.08457], [-4.01625, -5.17906, -0.80742], [-2.28032, -4.84222, -0.76350], [-3.32022, -7.39047, 0.20710], [-3.70934, -5.36742, 1.69271], [-2.05808, -5.09473, 1.60555], [-2.63029, -6.51256, 3.55084], [-1.56736, -7.41011, 2.55302], [-2.35117, -9.56901, 3.24299], [-4.02657, -10.08229, 3.34038], [-3.32904, -8.93225, 4.46196]],
  "multiplicity": 1,
  "orbital_gap_ev": 8.71,
  "total_charge": 0
}

The structure with the most favorable energy is model x; the runner-up is 0.1293 hartree above it.